ORCA calculation (the ωB97M-V functional and the def2-TZVPD basis) on 2 unconnected molecules or ions with the total composition C3H9NO2.

```
15
Properties=species:S:1:pos:R:3:forces:R:3:mulliken_charge:R:1
C -0.50711 -1.49922 -0.14041 -0.72 -1.13 -0.11 -0.97
N -0.08365 -0.40776 -1.01997 1.93 -0.32 0.36 -0.18
C 1.22146 0.09458 -0.68438 -1.87 -0.01 -1.01 0.48
C 1.32666 0.56859 0.74535 1.56 -0.21 -1.57 -0.76
O 2.03479 0.22325 -1.56526 0.50 0.23 0.37 -0.60
H -1.57535 -1.65058 -0.20505 -0.44 0.03 -0.35 0.32
H -0.37499 -1.32544 0.93330 0.41 0.33 -0.39 0.35
H -0.06477 -2.50397 -0.34200 0.07 0.75 -0.07 0.31
H -0.01945 -0.62870 -2.02858 -0.41 -0.20 0.90 0.30
H 0.38302 0.39568 1.18198 -0.55 0.17 1.07 0.20
H 2.15786 0.01054 1.17832 -0.21 0.13 0.47 0.29
H 1.60175 1.61721 0.66528 -0.12 0.08 0.32 0.24
O -1.80983 1.85704 0.22975 0.55 0.86 -0.74 -0.60
H -2.73737 2.10699 0.24349 0.08 -0.59 0.55 0.30
H -1.55302 1.14178 0.80817 -0.78 -0.13 0.18 0.31
```
Forces are in eV/Å.

Values from the calculation:
electronic energy: -8841.641 eV
relative energy (zero: lowest compared OMol25 entry of this formula, charge and spin): 30.3 kcal/mol
SMILES string: CNC(C)=O.O
M: 91.1 g/mol
lowest unoccupied orbital energy: 0.0261 hartree

***

ORCA calculation (the ωB97M-V functional and the def2-TZVPD basis) on a molecular structure, C19H29BClN5O3STl.

```
60
Properties=species:S:1:pos:R:3:forces:R:3:mulliken_charge:R:1
Tl 0.74570 -0.17690 0.12910 0.18 -0.15 -1.21 1.00
Cl 2.55710 1.13960 -1.12760 -0.59 -0.60 0.51 -0.51
C 1.92410 2.86410 1.97500 0.22 0.08 -0.02 -1.62
C 0.84750 3.11460 0.99670 0.07 -0.13 0.19 0.79
N 0.07910 2.16970 0.48870 0.42 -0.64 0.34 0.04
C -0.73280 2.75910 -0.43790 -0.20 0.33 -0.21 -0.68
C -0.45640 4.08840 -0.47440 -0.34 -0.27 -0.23 -0.60
N 0.53540 4.31020 0.44710 -0.14 -0.48 -0.02 0.31
C 1.13640 5.59510 0.73500 0.15 0.38 0.44 -1.25
N 2.52560 5.61750 0.42180 0.28 0.09 -0.66 0.82
N 3.46990 5.59510 1.39050 -0.63 0.02 1.03 -0.53
N 4.62080 5.59610 0.88140 0.81 -0.03 0.31 -0.58
C 4.51450 5.61160 -0.47900 -1.13 0.00 -0.77 0.26
C 5.47130 5.61200 -1.49240 -0.06 -0.01 0.12 -0.74
C 5.00810 5.62390 -2.78560 0.18 0.02 -0.12 -0.51
C 3.63930 5.63920 -3.08970 -0.20 0.00 0.02 -0.62
C 2.67660 5.63780 -2.10640 -0.19 0.00 -0.10 -0.65
C 3.13660 5.62390 -0.79940 0.85 -0.02 0.26 1.26
H 1.72040 1.92820 2.49240 0.00 0.04 0.10 0.37
H 2.02490 3.67420 2.69210 0.02 -0.01 0.11 0.45
H 2.87610 2.76310 1.45180 0.06 0.01 0.01 0.30
H -1.44660 2.18620 -0.99680 -0.13 0.02 -0.11 0.59
H -0.87370 4.88180 -1.05790 -0.12 0.18 -0.11 0.47
H 1.04800 5.82620 1.80270 0.01 -0.02 -0.22 0.30
H 0.60560 6.36100 0.15630 0.06 -0.25 0.13 0.46
H 6.52230 5.60010 -1.25910 0.16 0.01 0.02 0.45
H 5.71090 5.62550 -3.60370 0.10 -0.01 -0.06 0.39
H 3.33210 5.65130 -4.12430 0.00 0.00 -0.09 0.39
H 1.62090 5.64330 -2.33150 -0.08 -0.01 -0.14 0.37
C 0.90700 -4.93350 -2.81100 -0.05 0.25 0.33 -1.69
C 0.40990 -4.55370 -1.42480 -0.09 -0.41 0.14 1.46
C 0.85080 -5.59130 -0.39730 -0.01 0.36 -0.13 -1.90
O 1.05600 -3.29170 -1.03310 0.89 0.19 -0.22 -0.41
B 0.12700 -2.53610 -0.47490 0.31 1.03 0.24 0.34
O -1.11900 -2.99500 -0.47450 -0.71 0.37 0.54 -0.22
C -1.12150 -4.19660 -1.32250 -0.10 -0.27 -0.45 1.45
C -1.73700 -3.77780 -2.65440 0.18 0.05 0.40 -2.00
C -1.98970 -5.26790 -0.67990 0.18 0.37 -0.04 -1.82
H 1.96830 -5.15610 -2.75270 0.09 -0.07 -0.01 0.46
H 0.77060 -4.13050 -3.52690 -0.05 0.08 -0.07 0.35
H 0.38370 -5.81580 -3.16440 -0.07 -0.16 -0.06 0.37
H 1.93600 -5.61350 -0.36570 0.11 -0.04 -0.03 0.53
H 0.48770 -6.57790 -0.66590 -0.06 -0.13 0.00 0.37
H 0.48990 -5.33120 0.59400 -0.03 -0.03 0.13 0.33
H -1.13210 -3.01280 -3.13130 0.03 0.08 -0.17 0.38
H -2.72920 -3.37240 -2.47340 -0.07 0.02 0.01 0.52
H -1.82760 -4.63840 -3.30930 0.02 -0.05 -0.15 0.38
H -1.72290 -5.45680 0.35360 0.09 -0.05 0.10 0.34
H -1.89210 -6.18720 -1.24940 -0.03 -0.17 -0.03 0.40
H -3.03010 -4.95640 -0.71450 -0.10 0.02 -0.01 0.49
C -2.34850 0.78830 2.93770 -0.39 -0.13 -0.57 -0.88
S -2.90570 -0.05930 1.40650 -0.10 -0.58 1.67 0.34
C -2.96010 -1.72670 2.16960 -0.18 0.55 -0.42 -0.77
O -1.71600 -0.09640 0.51510 0.41 0.13 -0.70 -0.35
H -3.05490 0.56200 3.73100 -0.06 -0.02 0.08 0.43
H -2.33260 1.85700 2.75920 -0.01 0.13 -0.12 0.30
H -1.35140 0.44270 3.19210 0.08 -0.17 -0.03 0.25
H -3.76560 -1.74290 2.89380 -0.14 -0.01 0.16 0.48
H -2.00710 -1.95560 2.63420 0.16 0.13 0.07 0.29
H -3.15680 -2.44430 1.38110 -0.04 0.00 -0.16 0.09
```
Forces are in eV/Å.

Values from the calculation:
electronic energy: -62489.937 eV
relative energy (zero: lowest compared OMol25 entry of this formula, charge and spin): 26.9 kcal/mol
M: 658.2 g/mol
lowest unoccupied orbital energy: -0.1503 hartree
charge: +1

***

ORCA calculation (the ωB97M-V functional and the def2-TZVPD basis) on 2 unconnected molecules or ions with the total composition C6H14O.

```
21
Properties=species:S:1:pos:R:3:forces:R:3:mulliken_charge:R:1
C -0.99535 1.72939 0.60171 -1.27 0.75 0.94 -0.96
C -1.00415 0.42783 0.35642 0.77 0.03 -0.26 1.05
C -2.30120 -0.30423 0.22897 -0.02 -0.41 0.01 -1.49
C 0.29147 -0.35965 0.21988 0.08 0.24 0.78 -0.50
C 0.27219 -1.67699 -0.55698 0.15 0.01 -0.48 -0.28
C 1.38867 -1.77459 -1.62131 -0.01 0.23 0.32 -1.20
H -1.94573 2.21638 0.81346 -0.15 -0.14 -0.28 0.26
H -0.21625 2.42585 0.86721 0.78 -0.51 -0.50 -0.07
H -2.55787 -0.47222 -0.81848 0.02 -0.06 -0.05 0.32
H -2.20722 -1.29338 0.69496 -0.20 0.16 -0.03 0.35
H -3.12659 0.24080 0.68248 0.05 0.01 0.06 0.40
H 0.66013 -0.52910 1.24047 -0.17 -0.20 -0.02 0.30
H 1.05053 0.30807 -0.16884 0.11 0.17 -0.38 0.22
H -0.68629 -1.76518 -1.05604 -0.15 -0.15 -0.16 0.28
H 0.33294 -2.53541 0.10605 0.03 0.01 0.23 0.36
H 1.00789 -1.46557 -2.59162 0.05 0.00 -0.14 0.29
H 1.79884 -2.78298 -1.71036 -0.11 0.09 -0.04 0.32
H 2.21252 -1.09466 -1.37235 -0.05 -0.24 -0.02 0.32
O 2.36190 2.86011 1.53039 -0.12 0.06 0.05 -0.64
H 1.53276 3.12483 1.94706 0.18 -0.05 -0.01 0.34
H 2.13080 2.72070 0.60693 0.03 -0.01 -0.01 0.33
```
Forces are in eV/Å.

Values from the calculation:
electronic energy: -8495.584 eV
relative energy (zero: lowest compared OMol25 entry of this formula, charge and spin): 30.2 kcal/mol
SMILES string: C=C(C)CCC.O
M: 102.2 g/mol
lowest unoccupied orbital energy: 0.0321 hartree

***

ORCA calculation (the ωB97M-V functional and the def2-TZVPD basis) on a single C3H4O2 molecule.

```
9
Properties=species:S:1:pos:R:3:forces:R:3:mulliken_charge:R:1
C 0.01732 -0.63721 0.92126 -1.96 -1.96 1.72 -0.23
C 0.84736 0.34512 0.73972 2.28 0.65 -0.04 -0.05
O 0.75627 0.90191 -0.49953 -1.86 -1.25 -1.74 -0.37
C -0.53349 0.20172 -1.03955 0.61 0.22 -1.28 -0.04
O -0.78042 -0.88219 -0.20903 0.73 0.16 0.83 -0.33
H -0.21396 -1.23463 1.83745 0.45 0.56 -1.26 0.31
H 1.77507 0.57051 1.29802 -1.07 0.12 -0.17 0.31
H -0.56408 -0.22431 -2.13809 0.88 1.29 2.01 0.19
H -1.30407 0.95908 -0.91025 -0.07 0.22 -0.08 0.22
```
Forces are in eV/Å.

Values from the calculation:
electronic energy: -7268.509 eV
relative energy (zero: lowest compared OMol25 entry of this formula, charge and spin): 50.2 kcal/mol
SMILES string: C1=COCO1
M: 72.1 g/mol
lowest unoccupied orbital energy: 0.0384 hartree